The following is a quantum chemistry calculation of C46H36IN13O2S2V as an isolated structure, from the Open Molecules 2025 dataset.

Structure (XYZ):
```
101
Properties=species:S:1:pos:R:3:lowdin_charge:R:1
V 0.2324 -1.8465 -0.6154 0.64
C 4.3039 -0.6370 0.3549 -0.03
C 2.9931 -0.9667 -0.2822 -0.26
N 2.0329 -1.5949 0.3141 -0.07
N 2.1619 -2.0030 1.6092 0.08
C 1.0562 -2.6642 1.9635 -0.45
O 0.0376 -2.8514 1.2349 -0.10
C 1.0574 -3.2404 3.3375 -0.14
C 1.8480 -2.7082 4.3515 -0.03
C 1.8147 -3.2637 5.6212 -0.08
C 1.0088 -4.3650 5.8794 -0.09
C 0.2315 -4.9074 4.8649 -0.08
C 0.2489 -4.3410 3.5995 -0.04
C 2.7107 -0.6296 -1.6863 -0.21
C 3.6636 -0.0544 -2.5220 -0.01
C 3.3427 0.1867 -3.8478 -0.07
C 2.0780 -0.1388 -4.3109 -0.05
C 1.1742 -0.6922 -3.4189 -0.12
N 1.4742 -0.9306 -2.1443 0.04
H 4.2700 -0.9104 1.4053 0.07
H 4.5296 0.4281 0.2661 0.08
H 5.1184 -1.1883 -0.1221 0.09
H 2.4816 -1.8595 4.1333 0.10
H 2.4216 -2.8400 6.4111 0.10
H 0.9907 -4.8025 6.8695 0.10
H -0.3880 -5.7740 5.0611 0.10
H -0.3555 -4.7415 2.7968 0.11
H 4.6476 0.1781 -2.1398 0.11
H 4.0775 0.6198 -4.5149 0.11
H 1.7870 0.0353 -5.3370 0.11
H 0.1641 -0.9530 -3.7146 0.09
S -1.9207 -2.1430 -2.1030 0.58
C -1.0043 -3.5694 -2.3199 -1.11
N 0.1474 -3.7098 -1.7070 -0.09
C 0.7706 -4.9056 -2.0035 -0.30
C 1.9936 -5.3327 -1.4932 -0.01
C 2.4812 -6.5647 -1.8866 -0.09
C 1.7649 -7.3720 -2.7741 -0.10
C 0.5447 -6.9590 -3.2810 -0.09
C 0.0539 -5.7204 -2.8888 -0.47
S -1.4339 -4.9284 -3.3317 1.02
H 2.5319 -4.7014 -0.7968 0.11
H 3.4293 -6.9129 -1.4978 0.10
H 2.1652 -8.3338 -3.0662 0.10
H -0.0128 -7.5872 -3.9632 0.11
C -3.3869 1.6242 1.7880 -0.07
N -2.0954 1.0749 1.4131 -0.12
C -1.7923 0.3290 0.3537 -0.18
N -0.5384 -0.0770 0.4448 0.02
C -0.1070 0.4873 1.6060 -0.18
N -1.0190 1.1915 2.2279 0.14
C -3.3070 3.0773 2.1802 -0.19
C -4.0727 3.5559 3.2342 -0.03
C -4.0231 4.8985 3.5914 -0.06
C -3.1964 5.7717 2.9077 -0.01
C -2.4279 5.2915 1.8502 -0.13
C -2.4882 3.9529 1.4858 0.03
C -1.5288 6.1852 1.1270 -0.29
N -1.2590 7.4302 1.3192 0.12
N -0.3194 7.7799 0.3524 0.12
C -0.1013 6.7183 -0.3410 -0.29
O -0.8308 5.6637 0.0941 0.12
C 0.7896 6.4761 -1.4726 -0.13
C 1.7467 7.4038 -1.8611 -0.01
C 2.5931 7.0916 -2.9154 -0.06
C 2.4969 5.8667 -3.5615 -0.03
C 1.5379 4.9365 -3.1715 -0.18
C 1.4604 3.5861 -3.8579 -0.08
N 0.3151 2.8033 -3.4444 -0.15
C 0.1106 2.1114 -2.3117 -0.18
N -1.1376 1.7007 -2.2411 0.10
C -1.6719 2.1857 -3.3921 -0.21
N -0.8363 2.8642 -4.1477 0.12
C 0.6811 5.2580 -2.1360 0.04
H -3.7933 1.0303 2.6075 0.12
H -4.0417 1.4916 0.9257 0.14
H -2.4892 0.0689 -0.4223 0.09
H 0.8853 0.3392 2.0015 0.11
H -4.7035 2.8733 3.7914 0.11
H -4.6234 5.2584 4.4162 0.11
H -3.1323 6.8167 3.1789 0.12
H -1.8800 3.5896 0.6670 0.12
H 1.8219 8.3477 -1.3388 0.12
H 3.3408 7.8066 -3.2318 0.11
H 3.1737 5.6344 -4.3760 0.12
H 2.3650 3.0086 -3.6608 0.12
H 1.3705 3.7104 -4.9363 0.13
H 0.8849 1.9333 -1.5804 0.14
H -2.6983 2.0282 -3.6804 0.11
H -0.0871 4.5652 -1.8257 0.11
I -4.2751 -6.0260 0.4727 0.87
C -3.7217 -4.3050 1.5077 -0.72
C -3.3049 -4.3679 2.8262 -0.15
C -2.9025 -3.1931 3.4393 -0.07
C -2.9312 -2.0200 2.7040 -0.14
N -3.3596 -1.9531 1.4461 0.08
C -3.7492 -3.0793 0.8575 -0.23
H -3.2800 -5.3111 3.3560 0.10
H -2.5431 -3.1910 4.4590 0.11
H -2.5799 -1.0918 3.1449 0.10
H -4.0640 -3.0068 -0.1759 0.07
```

2S+1 = 4
net charge = 0
energy relative to the best compared isomer or geometry (same formula, charge and spin) = 19.3 kJ/mol
highest occupied orbital energy (alpha / beta) = -6.867 / -7.565 eV
LUMO (alpha / beta) = -0.2 / -0.5 eV

=====

The following is a quantum chemistry calculation of C46H36IrN4O10P2 as an isolated structure at a distorted geometry, from the Open Molecules 2025 dataset.

Structure (XYZ):
```
99
Properties=species:S:1:pos:R:3:lowdin_charge:R:1
Ir -0.7945 0.4906 -0.2245 0.99
O -2.4480 -0.5934 -0.9368 -0.15
C -3.6261 -0.5303 -0.5610 -0.14
C -4.1570 0.1745 0.5553 -0.11
C -5.5445 0.1761 0.7672 0.07
C -6.0901 0.8603 1.8241 -0.14
C -5.2691 1.5232 2.7552 0.04
C -3.9170 1.5130 2.5898 0.03
C -3.3045 0.8839 1.4685 -0.32
O -2.0378 0.9771 1.3407 -0.24
N -7.5255 0.8790 1.9826 -0.37
O -7.9707 1.4475 2.9535 0.10
O -8.1806 0.3243 1.1278 0.09
H -4.3677 -1.0872 -1.1533 0.15
H -6.2068 -0.3562 0.0982 0.13
H -5.7398 2.0255 3.5869 0.13
H -3.2652 1.9970 3.2996 0.12
C 1.9192 2.8790 -0.2681 -0.27
N 2.6671 1.9923 -1.1056 -0.20
C 1.9502 1.4612 -2.2304 -0.26
P 0.8042 0.0225 -1.8151 0.92
C 0.1852 -0.4589 -3.4226 -0.28
C -0.3223 -1.8680 -3.4389 -0.28
C -1.4161 -2.0771 -4.4353 0.03
C -1.6307 -1.1937 -5.4367 -0.06
C -0.9226 0.0248 -5.5116 -0.04
C -0.0990 0.4017 -4.4577 -0.08
C 2.0680 -1.2337 -1.4642 -0.35
C 2.3058 -1.6604 -0.1665 -0.10
C 3.2890 -2.6009 0.0849 -0.05
C 4.0603 -3.0897 -0.9563 -0.05
C 3.8444 -2.6437 -2.2522 -0.06
C 2.8470 -1.7220 -2.5109 -0.11
C 4.0700 2.0951 -1.1558 -0.25
C 4.7255 3.2998 -0.8889 -0.03
C 6.1054 3.3707 -0.9363 -0.07
C 6.8591 2.2536 -1.2554 -0.08
C 6.2157 1.0585 -1.5340 -0.07
C 4.8374 0.9764 -1.4851 -0.02
P 0.5897 2.0219 0.7262 0.93
C -0.3743 3.4544 1.2531 -0.37
C -1.2777 3.9247 0.3002 -0.12
C -2.0861 5.0059 0.5880 -0.06
C -2.0034 5.6117 1.8341 -0.06
C -1.0988 5.1508 2.7773 -0.06
C -0.2777 4.0707 2.4922 -0.06
C 1.4140 1.1744 2.0993 -0.34
C 0.5580 0.5030 2.9383 -0.01
C 0.9783 -0.7630 3.5943 -0.25
C 2.4574 -0.9252 3.6524 0.02
C 3.2826 -0.1443 2.9068 -0.07
C 2.7832 0.8633 2.0639 -0.05
H 1.3993 3.6570 -0.8508 0.11
H 2.5713 3.3636 0.4638 0.10
H 2.6625 1.0978 -2.9774 0.11
H 1.3340 2.2536 -2.6785 0.09
H 0.4930 -2.5762 -3.7005 0.17
H -1.9766 -2.9936 -4.3519 0.12
H -2.3841 -1.3995 -6.1809 0.11
H -1.0846 0.6931 -6.3416 0.11
H 0.3076 1.4017 -4.4440 0.10
H 1.7237 -1.2465 0.6432 0.06
H 3.4386 -2.9512 1.0938 0.11
H 4.8396 -3.8092 -0.7617 0.11
H 4.4491 -3.0120 -3.0665 0.12
H 2.6771 -1.3681 -3.5197 0.12
H 4.1674 4.1990 -0.6772 0.11
H 6.5942 4.3115 -0.7356 0.11
H 7.9347 2.3152 -1.2898 0.11
H 6.7905 0.1797 -1.7841 0.11
H 4.3577 0.0316 -1.6813 0.08
H -1.3466 3.4186 -0.6596 0.10
H -2.7724 5.3748 -0.1591 0.11
H -2.6574 6.4366 2.0694 0.11
H -1.0350 5.6334 3.7402 0.11
H 0.4355 3.7084 3.2194 0.11
H -0.4925 0.7552 2.9585 0.10
H 0.4913 -0.9401 4.5655 0.15
H 2.8332 -1.7382 4.2511 0.12
H 4.3472 -0.3175 2.9232 0.12
H 3.4497 1.3746 1.3880 0.10
O -0.8018 -4.3599 -2.5642 0.16
C -0.9346 -3.4618 -1.7807 -0.42
O -0.6799 -2.1766 -2.0747 -0.06
C -1.4023 -3.6500 -0.3747 -0.09
C -0.8822 -2.8921 0.6595 0.06
C -1.2846 -3.1247 1.9885 -0.13
C -2.2718 -4.0930 2.2488 0.11
C -2.7780 -4.8279 1.1951 -0.11
C -2.3436 -4.6476 -0.1158 0.09
N -3.7913 -5.8430 1.4723 -0.36
O -4.3502 -6.3273 0.5192 0.11
O -3.9968 -6.1107 2.6301 0.11
N -0.7199 -2.4357 3.0233 -0.20
O -1.1460 -2.3567 4.1771 0.07
O 0.4812 -1.8071 2.6876 -0.02
H -0.1563 -2.1239 0.4462 0.07
H -2.6167 -4.2851 3.2540 0.13
H -2.7364 -5.2705 -0.9052 0.14
```

2S+1 = 5
net charge = +1
energy relative to the best compared isomer or geometry (same formula, charge and spin) = 65.3 kJ/mol
highest occupied orbital energy (alpha / beta) = -10.308 / -10.732 eV
LUMO (alpha / beta) = -3.1 / -5.0 eV

=====

The following is a quantum chemistry calculation of C46H37CdGeN6O2 as an isolated structure at a distorted geometry, from the Open Molecules 2025 dataset.

Structure (XYZ):
```
93
Properties=species:S:1:pos:R:3:lowdin_charge:R:1
Cd -0.0394 -1.0264 -0.2724 1.44
C -3.0722 0.9492 -0.6006 -0.10
O -2.5264 -0.2647 -0.1558 -0.20
C -3.2921 -1.4018 -0.3588 -0.23
C -4.6103 -1.3623 -0.7685 -0.02
C -5.2782 -2.5524 -0.9253 -0.08
C -4.7264 -3.7783 -0.5817 -0.06
C -3.4271 -3.7917 -0.0983 -0.02
C -2.7100 -2.6093 0.0770 -0.21
N -1.3587 -2.5983 0.5484 -0.07
N -1.1525 -3.4825 1.4874 0.09
C 0.1212 -3.7878 1.8656 -0.13
C 1.3979 -3.1176 1.5223 -0.39
O 1.5024 -1.9944 0.9488 -0.18
C 2.5415 -3.7138 2.0532 -0.04
C 2.5828 -4.8127 2.8733 -0.01
C 1.4313 -5.5546 3.2580 -0.17
C 1.4410 -6.6642 4.1126 -0.04
C 0.2253 -7.1865 4.5398 -0.09
C -0.9705 -6.6392 4.0764 -0.10
C -0.9914 -5.5949 3.1905 -0.05
C 0.1885 -4.9713 2.7329 -0.07
H -3.8210 1.3413 0.1460 0.13
H -3.4795 0.8634 -1.6060 0.08
H -2.1500 1.5082 -0.7111 0.03
H -5.0088 -0.3862 -1.0784 0.12
H -6.2076 -2.4547 -1.3752 0.09
H -5.3063 -4.6774 -0.7658 0.11
H -2.8480 -4.7309 -0.0598 0.12
H 3.4921 -3.1170 1.8413 0.14
H 3.5433 -4.9416 3.3605 0.12
H 2.4027 -7.1207 4.4129 0.12
H 0.1214 -8.0847 5.2575 0.13
H -1.9750 -6.8814 4.4502 0.11
H -1.9806 -5.2520 2.9385 0.10
C -3.0562 -2.1942 -4.8201 -0.08
C -2.0626 -3.0276 -4.3522 -0.08
C -1.1021 -2.5513 -3.5085 -0.07
C -1.0310 -1.2351 -3.1861 -0.35
C -1.9918 -0.3421 -3.7379 -0.04
C -3.0273 -0.8523 -4.4905 -0.07
N 0.0516 -0.7355 -2.4153 -0.04
C 1.0159 0.0046 -2.9768 -0.18
C 1.0852 0.0820 -4.4257 0.00
C 1.9744 0.9531 -5.0018 -0.06
C 3.0265 1.5172 -4.2672 -0.08
C 3.1305 1.3770 -2.8979 -0.01
C 2.0976 0.6912 -2.1912 -0.23
N 1.9928 0.7340 -0.8714 -0.02
N 3.0851 1.0253 -0.2369 0.06
C 2.9176 1.2203 1.0910 -0.28
C 4.0289 0.9064 1.9779 0.03
C 3.8934 0.8374 3.3399 -0.02
C 2.6151 1.1686 3.8784 -0.03
C 1.6336 1.5890 3.0221 -0.09
N 1.7608 1.6965 1.6481 -0.05
H -3.7819 -2.5553 -5.4810 0.09
H -2.0165 -4.1524 -4.6472 0.15
H -0.3168 -3.2281 -3.1250 0.13
H -1.9638 0.7135 -3.5081 0.11
H -3.8229 -0.2140 -4.7972 0.10
H 0.3649 -0.4747 -5.0314 0.12
H 1.9070 1.2412 -6.0193 0.10
H 3.6252 2.2329 -4.8301 0.11
H 3.8283 1.9374 -2.3025 0.11
H 4.9717 0.7359 1.5443 0.10
H 4.7324 0.5811 4.0050 0.13
H 2.5043 1.0312 4.9326 0.11
H 0.7602 1.9998 3.4395 0.10
Ge 0.6008 2.7735 0.6649 1.00
C -0.3371 3.9715 1.8446 -0.30
C -1.5972 4.4235 1.4071 -0.11
C -2.3066 5.3254 2.1323 -0.09
C -1.7540 5.9434 3.2327 -0.04
C -0.4495 5.5510 3.6027 -0.06
C 0.2352 4.5474 2.9634 -0.13
C 1.6287 3.9526 -0.5127 -0.29
C 2.5192 4.8343 0.0792 -0.10
C 3.1330 5.7867 -0.7151 -0.08
C 2.7834 5.9167 -2.0404 -0.08
C 1.9033 5.0167 -2.6351 -0.07
C 1.2544 4.0570 -1.8601 -0.11
H -0.3392 1.8996 -0.1310 -0.03
H -1.8633 3.8624 0.5192 0.08
H -3.3064 5.6254 1.8033 0.12
H -2.2597 6.7566 3.7033 0.11
H 0.0299 6.0961 4.3687 0.10
H 1.2358 4.3747 3.3085 0.10
H 2.7042 4.7905 1.1153 0.09
H 3.8549 6.5797 -0.3131 0.14
H 3.1892 6.7388 -2.6158 0.11
H 1.6857 4.9747 -3.6593 0.09
H 0.5659 3.3778 -2.3554 0.10
```

net charge = +1
energy relative to the best compared isomer or geometry (same formula, charge and spin) = 291.5 kJ/mol
highest occupied orbital energy (alpha / beta) = -9.496 / -9.496 eV
LUMO (alpha / beta) = -4.2 / -4.2 eV

=====

The following is a quantum chemistry calculation of C46H38N3O2OsP2Te as an isolated structure at a distorted geometry, from the Open Molecules 2025 dataset.

Structure (XYZ):
```
93
Properties=species:S:1:pos:R:3:lowdin_charge:R:1
Os 1.7387 -0.0494 -0.7584 1.22
O 1.6242 -0.5187 1.2015 -0.32
C 0.7531 -0.5285 2.1888 -0.40
C 1.2757 -0.8692 3.4474 -0.03
C 0.5064 -0.8724 4.5885 -0.08
C -0.8444 -0.5327 4.5114 -0.09
C -1.3727 -0.2096 3.2833 -0.05
C -0.6178 -0.2117 2.0907 -0.16
C -1.4181 0.1651 0.9086 -0.11
N -0.3526 -0.4319 -1.2939 -0.41
C -0.3963 0.1727 -2.6690 -0.30
C 0.8120 -0.1395 -3.5186 -0.19
N 2.0231 0.0974 -2.7371 -0.18
C 3.1565 0.1277 -3.3618 -0.07
C 4.4443 0.1443 -2.7604 -0.14
C 5.5670 0.1062 -3.6276 -0.04
C 6.8396 0.0455 -3.1470 -0.08
C 7.0417 0.0340 -1.7520 -0.06
C 5.9838 0.0883 -0.8871 0.00
C 4.6517 0.1294 -1.3557 -0.31
O 3.7004 0.1569 -0.4515 -0.25
H 2.3328 -1.1062 3.4791 0.13
H 0.9511 -1.1238 5.5440 0.11
H -1.4661 -0.5164 5.3974 0.10
H -2.4263 0.0500 3.2228 0.11
H -2.3560 0.5819 1.2572 0.07
H -0.4452 1.2442 -2.5245 0.06
H -1.2795 -0.1463 -3.2255 0.06
H 0.7759 0.4789 -4.4172 0.14
H 0.7945 -1.1826 -3.8377 0.11
H 3.1322 0.1024 -4.4515 0.14
H 5.3901 0.1141 -4.6980 0.12
H 7.6826 0.0008 -3.8226 0.11
H 8.0489 -0.0298 -1.3586 0.11
H 6.1272 0.0783 0.1863 0.12
Te -3.2267 0.5729 -1.4765 1.43
C -4.4665 0.8348 0.2026 -0.56
C -4.8360 -0.2373 1.0052 -0.12
C -5.6045 0.0197 2.1305 -0.13
N -6.0198 1.2417 2.4731 0.07
C -5.6905 2.2541 1.6742 -0.13
C -4.9149 2.1058 0.5287 -0.12
C -1.4121 0.0592 -0.4228 -0.55
P 1.0729 2.3027 -0.0911 1.15
C 1.6559 2.3636 1.6012 -0.44
C 3.0258 2.1723 1.8020 -0.10
C 3.5503 2.1810 3.0838 -0.05
C 2.7126 2.3609 4.1765 -0.05
C 1.3431 2.5151 3.9906 -0.06
C 0.8140 2.5119 2.7136 -0.11
C -0.2434 3.5163 -0.2053 -0.39
C -0.4518 4.5018 0.7702 -0.08
C -1.5001 5.3963 0.6450 -0.05
C -2.3390 5.3524 -0.4624 -0.06
C -2.0980 4.4314 -1.4711 -0.09
C -1.0551 3.5304 -1.3466 -0.14
P 0.2831 -2.1035 -1.1686 1.09
C -0.6191 -2.8385 0.2039 -0.35
C 0.1446 -3.2782 1.2838 -0.09
C -0.4669 -3.8916 2.3698 -0.05
C -1.8387 -4.0750 2.3702 -0.05
C -2.6008 -3.6684 1.2750 -0.06
C -1.9979 -3.0556 0.1925 -0.08
C -0.4264 -3.0048 -2.5745 -0.36
C 0.3319 -4.0972 -3.0026 -0.09
C -0.1615 -4.9532 -3.9768 -0.06
C -1.3995 -4.7043 -4.5514 -0.06
C -2.1440 -3.6018 -4.1490 -0.05
C -1.6655 -2.7563 -3.1584 -0.10
H -4.5127 -1.2449 0.7785 0.09
H -5.8986 -0.7872 2.7927 0.11
H -6.0528 3.2330 1.9709 0.11
H -4.6561 2.9637 -0.0788 0.09
H 3.6725 2.0192 0.9478 0.09
H 4.6140 2.0469 3.2320 0.11
H 3.1261 2.3642 5.1774 0.11
H 0.6841 2.6283 4.8421 0.12
H -0.2552 2.6019 2.5774 0.11
H 0.2206 4.5886 1.6099 0.10
H -1.6577 6.1397 1.4154 0.11
H -3.1593 6.0538 -0.5500 0.11
H -2.7167 4.4177 -2.3590 0.11
H -0.8510 2.8491 -2.1562 0.06
H 1.2185 -3.1323 1.2731 0.11
H 0.1310 -4.2158 3.2120 0.12
H -2.3223 -4.5414 3.2196 0.11
H -3.6696 -3.8441 1.2635 0.11
H -2.6035 -2.7584 -0.6548 0.09
H 1.3079 -4.2814 -2.5644 0.11
H 0.4183 -5.8140 -4.2838 0.11
H -1.7860 -5.3718 -5.3113 0.11
H -3.1063 -3.3992 -4.6018 0.11
H -2.2795 -1.9233 -2.8384 0.04
```

net charge = +1
highest occupied orbital energy (alpha / beta) = -9.381 / -9.390 eV
LUMO (alpha / beta) = -4.5 / -4.5 eV

=====

Number 1: energy -4675.08147 Ha. Number 2: energy -3532.42013 Ha. Number 3: energy -4498.44162 Ha. Number 4: energy -3131.57123 Ha.